{
  "formula": "C4H10N2S",
  "method": "the ωB97M-V functional and the def2-TZVPD basis",
  "symbols": ["N", "C", "C", "N", "C", "C", "S", "H", "H", "H", "H", "H", "H", "H", "H", "H", "H"],
  "positions_angstrom": [[1.9484, -1.3319, 0.1496], [0.5293, -1.1804, -0.2395], [0.0943, 0.2406, -0.1372], [0.7965, 1.3253, -0.8005], [-0.6224, 0.6808, 1.1196], [-1.4181, 0.5079, -0.1276], [-2.6733, -0.7032, -0.3486], [2.2133, -0.6153, 0.8697], [2.5556, -1.1812, -0.6445], [0.4331, -1.5245, -1.2706], [-0.1327, -1.7307, 0.4734], [1.7592, 1.3411, -0.4983], [0.8712, 1.1536, -1.8499], [-0.4427, 1.6938, 1.5164], [-0.7201, -0.0620, 1.8932], [-1.6400, 1.4299, -0.6082], [-3.5518, -0.0437, 0.5031]],
  "forces_ev_per_angstrom": [[0.1, 0.6, 0.9], [0.7, 0.1, 0.9], [-1.7, 1.2, -0.2], [0.3, -0.7, -1.9], [0.7, 0.4, 0.6], [0.9, 0.4, 0.0], [-1.0, 0.1, 0.8], [-0.4, -1.0, -0.9], [0.0, 0.0, 0.0], [-0.2, -0.3, 0.1], [0.6, -0.1, -0.9], [0.3, 0.1, 0.3], [-0.4, 0.2, 1.7], [-0.1, -0.6, -0.5], [-0.1, -0.2, 0.1], [-0.2, 0.6, -0.4], [0.6, -0.7, -0.7]],
  "homo_ev": -8.934,
  "e_above_lowest_kj_mol": 108.7,
  "smiles": "NC[C@]1(N)C[C@@H]1S",
  "gap_ev": 9.815,
  "total_charge": 0,
  "lumo_energy_ev": 0.881
}